[1]
Below is a cluster of 3 separate species, C20H45BN2O14P in total, with properties calculated with ωB97M-V/def2-TZVPD.

Last column: Mulliken charge in e.
Geometry (Å):
N  -3.0102  1.3125  3.2152  -0.387
C  -2.6648  0.6624  2.3314  0.546
O  -2.3659  -0.1523  1.3600  -0.375
N  -0.9943  -0.0960  0.8985  0.301
C  -0.1337  0.9511  1.4834  -1.422
C  1.2431  0.7816  0.8274  0.577
C  1.9935  -0.5023  1.2531  -1.293
C  1.8697  -1.6959  0.2990  -0.249
C  2.6777  -1.5390  -1.0012  -0.690
O  1.8813  -1.6961  -2.1742  -0.540
O  1.2062  0.9442  -0.5731  -0.361
C  -0.0409  0.8812  -1.2462  -0.243
P  -0.6373  2.5751  -1.6569  0.714
O  -1.4967  2.5347  -2.8400  -0.700
O  0.6697  3.4589  -1.7693  -0.552
O  -1.3101  3.1579  -0.3451  -0.596
C  -1.0897  -0.0553  -0.6161  -0.298
B  -2.6568  0.1619  -1.0968  0.784
O  -3.2463  -0.8140  -1.8367  -0.444
O  -3.3580  1.2684  -0.7527  -0.327
H  -0.5904  -0.9933  1.1800  0.525
H  -0.5335  1.9415  1.2914  0.481
H  0.0062  0.7826  2.5466  0.618
H  1.8169  1.6191  1.2278  0.532
H  3.0469  -0.2480  1.3419  0.439
H  1.6596  -0.8052  2.2484  0.415
H  0.8372  -1.9527  0.0458  0.145
H  2.2593  -2.5602  0.8350  0.429
H  3.4712  -2.2866  -1.0216  0.363
H  3.1628  -0.5703  -1.0290  0.234
H  1.2859  -2.4385  -2.0282  0.348
H  0.1602  0.4394  -2.2237  0.704
H  1.2726  3.1233  -2.4483  0.388
H  -2.2441  3.3446  -0.5394  0.361
H  -0.8305  -1.0612  -0.9377  0.151
H  -2.8761  -1.6935  -1.7134  0.325
H  -4.3054  1.0653  -0.6343  0.201
C  9.8459  -2.7384  -2.1292  -0.781
O  9.2822  -1.5906  -1.5331  -0.278
C  8.1581  -1.0955  -2.2315  -0.617
C  7.2049  -0.3912  -1.2951  -0.436
O  6.4310  -1.2598  -0.4769  -0.293
C  7.0942  -1.9316  0.5842  -0.425
C  7.4790  -1.0482  1.7485  -0.538
O  8.6011  -0.2521  1.4352  -0.269
C  8.6428  0.9623  2.1490  -0.776
H  10.2836  -2.5097  -3.1070  0.327
H  10.6307  -3.0960  -1.4663  0.237
H  9.0975  -3.5305  -2.2477  0.342
H  7.6297  -1.9114  -2.7399  0.345
H  8.4942  -0.3742  -2.9891  0.414
H  6.4723  0.1310  -1.9155  0.380
H  7.7279  0.3570  -0.6969  0.210
H  7.9576  -2.4917  0.2217  0.159
H  6.3629  -2.6544  0.9555  0.422
H  7.7211  -1.6912  2.6064  0.413
H  6.6241  -0.4134  2.0192  0.284
H  7.7156  1.5327  2.0143  0.326
H  9.4711  1.5445  1.7519  0.243
H  8.8077  0.7951  3.2194  0.327
C  -9.8023  2.3938  -1.3677  -0.769
O  -9.2295  1.2272  -0.8160  -0.302
C  -8.1903  0.6897  -1.6066  -0.684
C  -7.1883  -0.0453  -0.7495  -0.393
O  -6.3217  0.8037  -0.0032  -0.345
C  -6.8751  1.4803  1.1294  -0.439
C  -7.1365  0.5840  2.3178  -0.565
O  -8.2992  -0.1948  2.1324  -0.304
C  -8.2589  -1.4313  2.8080  -0.733
H  -10.3321  2.1779  -2.3015  0.328
H  -10.5121  2.7812  -0.6404  0.239
H  -9.0393  3.1576  -1.5561  0.337
H  -7.6784  1.4839  -2.1640  0.349
H  -8.6149  -0.0221  -2.3276  0.423
H  -6.5295  -0.5970  -1.4250  0.389
H  -7.6857  -0.7695  -0.1024  0.186
H  -7.7655  2.0499  0.8615  0.174
H  -6.0987  2.1936  1.4159  0.441
H  -7.2708  1.2068  3.2124  0.410
H  -6.2607  -0.0620  2.4683  0.261
H  -7.3642  -2.0037  2.5334  0.307
H  -9.1390  -1.9949  2.5073  0.243
H  -8.2778  -1.2972  3.8952  0.328

* electronic energy: -63071.59016 eV
* orbital gap: 7.559 eV
* net charge: +1

***

[2]
Below is a structure of composition C20H45EuN2P3S2, with properties calculated with ωB97M-V/def2-TZVPD.

Last column: Mulliken charge in e.
Geometry (Å):
Eu  0.1721  -0.0737  -1.0663  0.630
P  -1.7137  2.1508  -0.2022  0.889
P  -2.1016  -1.3962  0.3306  0.864
P  2.0695  2.2264  -1.7518  0.734
H  -0.6523  -5.0966  -2.3167  0.338
C  0.3500  -4.8462  -2.6800  -0.622
C  1.4384  -4.8939  -1.8919  -0.517
H  1.3549  -5.0871  -0.8175  0.294
C  -2.9141  2.6829  -1.4903  -1.273
C  -2.8062  2.3092  1.2641  -1.215
C  -0.7924  3.7262  -0.0124  -1.173
C  -1.5340  -3.1411  0.2838  -0.853
C  -2.5673  -1.2439  2.0991  -1.101
C  -3.7732  -1.5250  -0.4185  -1.362
C  3.5315  1.1783  -2.1507  -1.095
C  2.9478  3.5601  -0.8447  -1.268
C  1.8230  3.0535  -3.3690  -1.256
H  0.4537  -4.5969  -3.7425  0.297
H  2.4451  -4.7991  -2.2977  0.302
H  -3.4345  3.5917  -1.1526  0.420
H  -3.6384  1.8765  -1.6691  0.334
H  -2.3756  2.8862  -2.4255  0.395
H  -3.1983  3.3355  1.2892  0.518
H  -2.2434  2.1143  2.1848  0.223
H  -3.6409  1.5999  1.2097  0.389
H  -1.4996  4.5057  0.3058  0.557
H  -0.3233  4.0110  -0.9636  0.333
H  -0.0042  3.6056  0.7407  0.256
H  -2.4008  -3.8076  0.1737  0.435
H  -1.0026  -3.3764  1.2158  0.360
H  -0.8446  -3.3125  -0.5586  -0.024
H  -3.5560  -1.6964  2.2642  0.553
H  -2.6067  -0.1798  2.3754  0.174
H  -1.8221  -1.7424  2.7364  0.209
H  -4.4594  -2.0616  0.2522  0.458
H  -3.7043  -2.0486  -1.3822  0.414
H  -4.1573  -0.5100  -0.5954  0.310
H  3.9750  1.5156  -3.1001  0.381
H  3.2469  0.1215  -2.2468  0.325
H  4.2595  1.2758  -1.3348  0.431
H  3.5548  4.1566  -1.5389  0.422
H  3.5899  3.0977  -0.0847  0.394
H  2.2176  4.2018  -0.3356  0.315
H  2.8040  3.3926  -3.7299  0.479
H  1.1546  3.9129  -3.2342  0.389
H  1.3765  2.3680  -4.1002  0.242
C  1.1191  -1.0348  -5.1952  0.732
C  0.7339  -0.3314  -6.3563  -0.379
C  1.0440  -0.8321  -7.6209  -0.716
C  1.7831  -2.0117  -7.7475  -0.385
C  2.2126  -2.6887  -6.6023  -0.739
C  1.9006  -2.1993  -5.3304  -0.346
S  0.6971  -0.4046  -3.6337  -0.114
H  0.0430  -1.4573  -2.9183  0.080
H  0.2002  0.6142  -6.2451  0.381
H  0.7180  -0.2979  -8.5146  0.394
H  2.0235  -2.4021  -8.7383  0.422
H  2.7946  -3.6052  -6.7050  0.407
H  2.2504  -2.6907  -4.4221  0.545
C  0.3814  1.5536  5.1720  -1.024
N  0.0671  1.3133  3.7593  -0.045
C  0.6723  0.3162  3.0483  0.259
S  1.3719  0.6246  1.4879  -0.315
N  0.7550  -0.8980  3.6077  -0.051
C  0.0560  -1.3544  4.8117  -1.133
H  1.2523  0.9868  5.5151  0.358
H  -0.4875  1.3049  5.7876  0.338
H  0.5972  2.6199  5.2860  0.352
H  -0.0065  2.1699  3.2101  0.234
H  1.2039  -1.5936  3.0122  0.288
H  -0.9420  -0.9091  4.9064  0.404
H  -0.0504  -2.4402  4.7257  0.384
H  0.6479  -1.1318  5.7068  0.364

* electronic energy: -93290.27511 eV
* multiplicity: 7
* orbital gap (alpha / beta): 4.989 / 7.611 eV
* net charge: +3

***

[3]
Below is a structure of composition C20H45GaN2P3S2, with properties calculated with ωB97M-V/def2-TZVPD.

Last column: Mulliken charge in e.
Geometry (Å):
Ga  0.0834  -0.3793  0.4527  0.852
P  0.9209  -0.7322  2.7116  0.946
P  2.2540  0.1480  -0.5755  0.530
P  -2.2796  -0.2175  0.9539  0.774
H  0.8945  -0.9819  -4.3322  0.381
C  -0.1497  -0.7647  -4.5574  -0.871
C  -0.7282  0.4350  -4.4338  -0.466
H  -0.1891  1.3499  -4.1596  0.320
C  1.3845  -2.5010  2.6533  -1.252
C  2.4730  0.0538  3.2624  -1.232
C  -0.1535  -0.4850  4.1673  -1.219
C  2.1486  0.8331  -2.2633  -0.569
C  3.4286  1.3688  0.1580  -1.104
C  3.1791  -1.4383  -0.7621  -1.298
C  -3.2991  0.2351  -0.4836  -1.094
C  -2.8169  0.9618  2.2612  -1.218
C  -2.8515  -1.8472  1.5779  -1.321
H  -0.7192  -1.6089  -4.9602  0.490
H  -1.7993  0.5344  -4.6013  0.351
H  1.7747  -2.7847  3.6350  0.465
H  2.1298  -2.6787  1.8722  0.297
H  0.5112  -3.1066  2.4050  0.376
H  2.6647  -0.2586  4.2984  0.543
H  2.3828  1.1438  3.2412  0.230
H  3.3115  -0.2391  2.6240  0.395
H  0.3882  -0.7510  5.0822  0.546
H  -1.0669  -1.0773  4.0980  0.350
H  -0.4478  0.5648  4.2307  0.319
H  3.1469  0.7388  -2.7215  0.581
H  1.9044  1.9001  -2.1641  0.362
H  1.3793  0.3413  -2.8761  -0.566
H  4.4670  1.0617  -0.0471  0.562
H  3.2829  1.4598  1.2427  0.115
H  3.2682  2.3470  -0.3224  0.404
H  4.0501  -1.2336  -1.4060  0.527
H  2.5276  -2.1828  -1.2509  0.360
H  3.5100  -1.8195  0.2211  0.342
H  -4.1120  -0.4900  -0.6303  0.479
H  -2.6802  0.2869  -1.3856  0.135
H  -3.7232  1.2330  -0.3110  0.459
H  -3.9163  0.9322  2.3885  0.463
H  -2.5087  1.9848  1.9914  0.353
H  -2.3516  0.7185  3.2284  0.355
H  -3.8348  -2.0678  1.1454  0.489
H  -2.9359  -1.8270  2.6713  0.399
H  -2.1456  -2.6365  1.2921  0.314
C  -2.1806  -3.2918  -2.6583  0.800
C  -2.6429  -4.5978  -2.3633  -0.665
C  -3.4166  -5.2971  -3.2945  -0.619
C  -3.7674  -4.6947  -4.5043  -0.474
C  -3.4954  -3.3422  -4.7107  -0.577
C  -2.7335  -2.6294  -3.7712  -0.659
S  -0.9311  -2.6050  -1.5808  -0.029
H  -0.7313  -1.3642  -2.1722  0.041
H  -2.3857  -5.0497  -1.4074  0.375
H  -3.7381  -6.3164  -3.0606  0.392
H  -4.2646  -5.2785  -5.2867  0.404
H  -3.9109  -2.8415  -5.5950  0.400
H  -2.5441  -1.5623  -3.9047  0.596
C  1.4773  4.6799  3.3626  -1.130
N  1.1971  3.4803  2.5866  0.058
C  0.9728  3.5718  1.2416  0.286
S  -0.0306  2.4516  0.3574  -0.384
N  1.5090  4.5944  0.5439  -0.193
C  2.8178  5.2174  0.7970  -1.050
H  1.0116  5.5574  2.9066  0.377
H  2.5512  4.8459  3.4768  0.343
H  1.0624  4.5671  4.3661  0.396
H  0.6424  2.7650  3.0410  0.198
H  1.3083  4.4646  -0.4620  0.367
H  3.5189  4.5483  1.3104  0.362
H  3.2345  5.4439  -0.1891  0.380
H  2.7126  6.1594  1.3488  0.347

* electronic energy: -126338.41946 eV
* energy relative to the best compared isomer or geometry (same formula, charge and spin): 0.000 eV
* orbital gap (alpha / beta): 5.107 / 5.106 eV
* net charge: +3

***

Question: electronic energy of number 2 (C20H45EuN2P3S2)?
Answer: -93290.27511 eV

***

Question: The lowest electronic energy belongs to which entry?
Answer: C20H45GaN2P3S2

***

Question: The lowest electronic energy belongs to which entry?
Answer: C20H45GaN2P3S2

***

Question: Look up the net charge of the third one.
Answer: +3